No. 1
20
Properties=species:S:1:pos:R:3:forces:R:3 method="wB97M-V/def2-TZVPD" de_lowest_kcal_mol=129.7 orbital_gap_ha=0.350 e_homo_ev=-8.85
C 0.87766 -0.67452 1.31873 0.05 1.80 2.78
C 1.21998 0.20508 0.02732 -1.42 -2.21 -1.32
C 0.61013 1.66573 0.08142 1.59 0.22 0.60
C -1.59292 0.75013 0.78447 -3.91 -3.73 0.65
C -1.46579 -0.85403 -1.33756 -2.14 1.89 0.65
C 0.91368 -0.66397 -1.27668 5.31 -2.47 -0.36
H -0.24775 -1.15184 1.41415 3.38 0.80 -0.44
H 0.90495 0.18252 2.13747 -0.36 -1.87 -1.13
H 1.82460 -1.29789 1.71988 -2.51 0.71 -1.54
H 2.28327 0.15966 0.02350 0.92 0.76 -0.04
H 0.63697 2.40830 -0.95813 -0.70 -2.65 2.83
H 1.37100 2.22368 0.79416 -1.75 -0.79 -1.34
H -2.38728 0.60836 1.63031 1.34 1.15 -0.99
H -3.09482 -0.33672 -0.06054 2.59 -0.38 -0.24
H -2.20386 -1.15343 -2.06814 -1.03 -0.19 0.55
H 1.97789 -0.47987 -2.12296 -3.82 0.12 1.91
H 1.37029 -1.85636 -1.04635 -1.56 3.24 -0.24
N -0.63240 1.46792 0.89216 2.73 3.90 -0.83
N -2.01444 -0.33302 -0.07821 -1.13 -0.10 -1.52
N -0.35116 -0.86973 -1.87500 2.44 -0.19 0.00

***

No. 2
89
Properties=species:S:1:pos:R:3:forces:R:3 method="wB97M-V/def2-TZVPD" de_lowest_kcal_mol=2.1 charge=-1 orbital_gap_ha=0.220 e_homo_ev=-3.98
K 1.06177 -0.09781 -0.07553 -0.38 -0.29 0.17
Cl 5.17510 5.79671 2.04999 0.00 0.01 0.00
C 4.18409 4.76245 1.05500 0.00 0.00 0.01
C 3.63636 3.62105 1.60791 -0.01 0.02 0.00
C 2.82811 2.75668 0.87222 0.02 -0.01 -0.01
N 2.20487 1.68712 1.54044 0.06 0.00 -0.02
C 2.99019 0.77839 2.08194 0.11 0.02 0.04
O 4.22501 0.60136 1.95819 0.01 0.03 0.05
C 2.27951 -0.20412 3.00762 0.01 0.06 -0.06
C 2.97074 -0.64434 4.13623 -0.03 -0.04 0.02
C 2.33731 -1.49546 5.01978 0.02 0.00 0.00
C 1.04125 -1.90883 4.73997 -0.03 0.00 0.00
C 0.44906 -1.45074 3.57673 0.02 0.01 0.01
N 1.04265 -0.61541 2.72572 0.00 0.05 0.00
C 2.59259 3.03800 -0.49587 -0.03 -0.02 0.02
C 3.15446 4.20181 -1.03310 0.01 0.03 0.01
C 3.92953 5.05802 -0.27340 0.00 0.00 -0.01
Cl 4.57948 6.49532 -1.02106 0.00 0.00 0.00
N 1.75528 2.18920 -1.23725 0.13 -0.01 -0.07
C 1.95520 2.07574 -2.54044 -0.05 0.01 -0.01
O 2.84593 2.53942 -3.28131 0.00 0.03 -0.02
C 0.90903 1.23290 -3.27569 0.01 0.00 0.02
C 0.71067 1.49190 -4.63367 -0.01 0.00 -0.02
C -0.21030 0.74388 -5.33876 0.01 0.02 0.00
C -0.89338 -0.27311 -4.68209 -0.01 -0.01 0.02
C -0.62095 -0.47430 -3.34146 -0.03 -0.02 -0.01
N 0.24376 0.26314 -2.64401 0.06 0.01 -0.15
H 3.83263 3.38806 2.64571 0.00 0.00 0.00
H 3.98615 -0.30432 4.28061 0.00 0.01 -0.01
H 2.84392 -1.83787 5.91448 0.00 0.00 0.00
H 0.50403 -2.57738 5.39980 0.00 0.00 0.00
H -0.55562 -1.76170 3.31318 -0.01 -0.01 0.00
H 2.99531 4.42791 -2.07527 0.00 0.00 0.00
H 1.30292 2.27219 -5.08890 0.00 0.00 0.00
H -0.39091 0.93974 -6.38908 0.00 0.00 0.00
H -1.61577 -0.89633 -5.19323 0.00 0.00 0.00
H -1.12161 -1.26272 -2.78774 0.00 0.01 0.00
C -4.25219 0.09876 -2.20402 -0.01 0.00 0.00
C -3.78396 0.76568 -0.90810 -0.01 -0.02 0.00
C -3.01471 2.04044 -1.28592 0.00 0.00 0.01
C -4.99276 1.16073 -0.06080 0.01 -0.01 0.01
P -2.50435 -0.32429 -0.05193 0.01 -0.02 -0.01
C -2.37305 0.50134 1.58270 0.01 0.01 0.02
C -3.15837 0.27769 2.71676 0.00 0.01 0.00
C -2.89801 0.94563 3.90299 -0.01 -0.01 0.00
C -1.85132 1.85794 3.98072 0.00 0.00 -0.01
C -1.07426 2.10792 2.86263 0.00 0.01 0.00
C -1.34120 1.43516 1.67883 0.00 -0.03 -0.03
C -3.21186 -2.04804 0.24399 -0.01 0.01 0.02
C -4.70119 -2.20944 0.55275 0.00 0.01 0.00
C -2.88994 -2.84884 -1.02897 0.01 -0.01 -0.01
C -2.37942 -2.67288 1.37108 0.00 0.00 -0.01
H -4.84980 0.81405 -2.77767 0.00 0.00 0.00
H -4.87568 -0.77696 -2.01983 0.01 0.01 -0.01
H -3.40689 -0.19896 -2.82754 0.00 0.00 0.00
H -3.67225 2.69913 -1.86174 0.00 0.00 0.00
H -2.13313 1.81600 -1.89020 -0.01 0.00 0.00
H -2.68646 2.58841 -0.40179 0.00 0.00 0.00
H -5.62720 1.84513 -0.63409 0.00 0.00 0.00
H -4.68510 1.67615 0.84947 0.00 0.00 0.00
H -5.60231 0.30301 0.22179 -0.01 -0.02 0.00
H -3.98042 -0.42347 2.68589 -0.02 -0.03 -0.02
H -3.51226 0.74899 4.77371 0.00 0.00 0.00
H -1.63890 2.36136 4.91566 0.00 0.00 0.00
H -0.22986 2.78351 2.90048 0.00 0.00 0.00
H -0.71941 1.64199 0.81548 0.07 0.04 0.05
H -5.32618 -1.89477 -0.28323 0.00 0.00 0.01
H -5.01605 -1.65360 1.43416 0.00 0.02 0.02
H -4.91339 -3.26794 0.73784 0.00 0.00 0.00
H -3.37448 -2.43895 -1.91588 0.00 0.00 0.00
H -3.23621 -3.87963 -0.90386 0.00 0.00 0.00
H -1.81252 -2.87727 -1.20420 0.00 0.00 0.00
H -2.63002 -2.26145 2.34761 0.00 0.01 0.01
H -1.30923 -2.52620 1.20032 0.00 0.00 0.00
H -2.56426 -3.75123 1.39750 0.00 0.00 0.00
C 4.41938 -4.44339 -1.47756 0.01 0.02 0.02
As 3.30688 -2.89141 -1.18156 0.02 0.01 0.00
C 4.48334 -1.55126 -0.45675 -0.11 -0.06 0.03
C 2.88367 -2.25637 -2.95428 0.01 -0.01 0.02
S 1.63300 -3.34746 -0.01625 0.04 0.03 -0.10
H 5.28502 -4.18379 -2.08624 -0.01 0.01 0.00
H 3.82261 -5.20644 -1.97310 0.00 0.00 0.00
H 4.74193 -4.81515 -0.50702 0.00 0.00 -0.01
H 5.28621 -1.35336 -1.16576 0.02 0.00 0.02
H 4.87772 -1.88094 0.50182 0.00 -0.01 -0.01
H 3.92925 -0.63371 -0.27056 0.07 0.10 -0.01
H 3.80733 -2.07240 -3.50257 -0.01 0.00 -0.02
H 2.31479 -1.33042 -2.87834 0.00 0.00 0.01
H 2.27911 -3.00554 -3.46205 0.00 0.00 0.00

***

No. 3
40
Properties=species:S:1:pos:R:3:forces:R:3 method="wB97M-V/def2-TZVPD" orbital_gap_ha=0.298 e_homo_ev=-10.64
C -1.66545 -2.11663 -1.92875 0.07 0.06 -0.45
C -0.53776 -1.05449 -1.85945 -0.22 -0.08 0.16
C -0.28587 -0.45710 -3.24575 0.05 -0.39 -0.04
C -1.01028 0.01671 -0.86784 0.15 0.02 -0.08
C -0.10585 1.24944 -0.62990 -0.03 -0.07 0.32
C 0.92289 0.94070 0.39169 0.15 0.05 0.02
C 2.05275 0.14627 0.17739 0.22 -0.03 0.39
C 2.91689 -0.12222 1.22533 -0.31 0.28 0.17
C 2.66164 0.39043 2.51981 -0.26 -0.04 -0.49
C 3.60241 0.10038 3.66117 0.02 -0.36 0.09
O 4.50125 0.81276 3.93164 0.48 0.39 0.14
N 3.34110 -1.13357 4.39275 -0.81 -0.29 -0.64
C 3.51524 -2.27931 3.60375 -0.69 0.19 0.77
O 4.46374 -2.56437 2.97836 0.50 -0.15 -0.65
F 2.40685 -3.06248 3.65645 0.50 0.21 0.16
C 1.54626 1.17313 2.69307 0.19 -0.24 -0.24
Br 1.06506 1.91294 4.32606 -0.05 0.06 0.13
N 0.73430 1.42564 1.64147 0.14 -0.22 -0.18
H -2.35746 -2.01728 -1.09419 0.08 -0.17 0.09
H -1.30031 -3.14410 -1.99826 0.13 0.12 0.15
H -2.26608 -1.93990 -2.82312 -0.01 0.01 0.11
H 0.37851 -1.55249 -1.50939 -0.03 0.13 0.09
H -1.22988 -0.09655 -3.65907 0.10 0.15 0.05
H 0.44491 0.35597 -3.25052 -0.04 0.01 0.02
H 0.10158 -1.23538 -3.91122 -0.06 0.08 0.01
H -1.93290 0.41966 -1.26403 0.13 -0.11 0.07
H -1.26255 -0.44126 0.09576 0.05 0.03 -0.03
H -0.74489 2.05799 -0.26058 0.03 0.04 -0.20
H 0.38069 1.57519 -1.54990 -0.09 -0.01 0.00
H 2.23970 -0.25450 -0.80964 -0.06 0.08 0.03
H 3.80798 -0.72283 1.07591 -0.09 0.00 -0.06
H 2.38050 -1.12659 4.72959 0.05 0.06 0.19
H -0.08327 2.00829 1.79469 -0.06 0.00 -0.02
F -2.85063 1.84606 -2.79931 -0.48 -0.02 -0.37
P -4.12094 1.54430 -1.75187 -0.62 -0.03 -0.24
F -3.64472 -0.01324 -2.14179 0.08 0.16 0.35
F -3.23298 2.50599 -0.71901 0.65 -0.34 0.06
F -5.61309 1.03004 -2.21269 0.58 -0.01 -0.50
F -4.71420 2.96583 -2.31770 -0.08 -0.12 0.75
F -4.50516 0.85655 -0.29089 -0.38 0.53 -0.12

***

No. 4
55
Properties=species:S:1:pos:R:3:forces:R:3 method="wB97M-V/def2-TZVPD" de_lowest_kcal_mol=8.0 charge=+3 orbital_gap_ha="0.205 / 0.213" multiplicity=2 e_homo_ev="-17.28 / -17.28"
Re -0.08227 0.37421 -0.31684 -0.28 0.49 -0.51
F -3.46860 -1.68238 3.16357 0.01 0.00 -0.03
C -2.22598 -1.56808 2.73503 -0.06 -0.06 0.09
C -1.99141 -0.97804 1.50612 0.14 -0.10 -0.11
C -0.66055 -0.85236 1.08799 0.14 -0.36 0.48
C 0.42283 -1.34469 1.86402 0.04 0.03 0.08
C 0.10945 -1.91489 3.08850 -0.02 -0.12 0.14
F 1.07610 -2.34580 3.88468 -0.01 0.00 -0.04
C -1.19744 -2.04002 3.53636 0.04 0.03 -0.04
C 1.78947 -1.09720 1.36388 -0.17 0.05 -0.09
C 2.97216 -1.61969 1.84159 0.05 -0.01 0.03
C 4.17161 -1.23256 1.24782 0.03 -0.03 0.03
C 4.17314 -0.34210 0.18309 -0.01 0.00 -0.01
C 2.96300 0.11549 -0.28527 -0.11 -0.07 0.02
N 1.80074 -0.25450 0.29019 -0.19 0.16 0.00
H -2.83238 -0.64811 0.90915 0.01 0.06 0.00
H -1.40254 -2.48807 4.50118 -0.01 0.00 -0.01
H 2.96887 -2.31722 2.66418 0.01 0.02 0.02
H 5.10584 -1.63262 1.62133 -0.01 0.01 0.01
H 5.09040 -0.01537 -0.28558 0.00 -0.02 0.00
H 2.89279 0.78989 -1.13000 0.02 0.02 0.00
C -1.98349 0.72193 -4.41607 0.00 -0.19 0.01
N -2.29830 -0.58631 -3.82730 -0.24 0.07 0.02
C -1.58996 -1.23841 -2.90767 0.13 -0.05 -0.12
Se 0.17621 -0.75548 -2.33722 0.08 -0.08 -0.10
N -2.16949 -2.41468 -2.65061 -0.16 0.03 0.01
C -3.32027 -2.53887 -3.42507 0.13 -0.19 0.17
C -4.25160 -3.56985 -3.53629 0.01 0.04 0.01
C -5.25607 -3.36845 -4.45290 -0.04 0.05 -0.05
C -5.33958 -2.18760 -5.22456 -0.04 -0.06 0.01
C -4.42396 -1.16834 -5.10598 0.02 -0.01 0.06
C -3.40198 -1.37472 -4.17791 0.14 0.22 -0.12
H -1.22192 0.61216 -5.18542 0.00 0.02 -0.02
H -1.64223 1.40001 -3.63845 0.02 0.01 -0.01
H -2.89138 1.11506 -4.86136 0.00 0.03 0.00
H -1.80782 -3.11042 -2.01464 0.03 -0.03 -0.04
H -4.18514 -4.47564 -2.94945 0.01 0.00 -0.02
H -6.00298 -4.13745 -4.59569 0.00 0.01 0.00
H -6.14723 -2.08881 -5.93690 0.00 0.00 0.01
H -4.49621 -0.27438 -5.70909 0.01 -0.01 -0.01
C -3.76437 3.78601 1.30889 0.04 0.00 0.04
C -3.09841 3.91743 -0.07335 0.00 -0.19 -0.14
C -4.14615 3.79634 -1.20383 0.06 0.02 0.01
C -2.30213 5.23358 -0.19938 0.06 -0.03 0.03
C -2.15752 2.80902 -0.23849 -0.02 0.28 0.11
N -1.40467 1.93923 -0.36363 0.20 -0.08 0.09
H -4.39341 4.66460 1.44932 -0.01 -0.01 0.00
H -3.02960 3.76588 2.11334 -0.01 0.02 -0.01
H -4.39660 2.90063 1.36731 0.01 0.00 0.01
H -4.85524 4.61181 -1.06469 -0.01 -0.01 -0.02
H -4.69340 2.85541 -1.14937 0.00 0.01 0.01
H -3.68991 3.90561 -2.18769 -0.01 0.01 0.01
H -3.03188 6.04240 -0.19944 0.02 0.02 0.02
H -1.73364 5.28356 -1.12749 -0.04 0.01 -0.02
H -1.62876 5.37543 0.64479 0.00 0.00 0.00

***

no.,E (Eh)
1,-399.2886
2,-6224.2152
3,-4340.7917
4,-3825.8158